Entry 1:
Formula: C26H59N3O17
Source: OMol25
Level of theory: wB97M-V/def2-TZVPD

Summary:
Orbital gap (eV): 6.4
Largest force on an atom (hartree/bohr): 0.3576

The geometry in ORCA input format:
```
! wB97M-V def2-TZVPD RIJCOSX def2/J DEFGRID3
* xyz 0 1
C 1.555 4.312 -0.774
O 2.158 5.571 -0.275
H 2.338 3.819 -1.350
H 1.090 3.607 -0.084
H 0.730 4.654 -1.399
H 2.749 5.946 -0.932
C 0.436 -1.292 -2.741
O 0.574 -0.263 -1.758
H -0.260 -1.016 -3.533
H 1.350 -1.500 -3.298
H 0.162 -2.228 -2.254
H 1.324 -0.557 -1.236
C 2.032 -0.728 0.417
O 2.023 -1.277 -0.983
H 2.825 -0.017 0.650
H 1.123 -0.261 0.798
H 2.189 -1.478 1.191
H 1.910 -2.227 -0.914
C -1.771 3.050 0.526
O -2.327 2.399 1.659
H -0.711 3.265 0.663
H -1.923 2.245 -0.193
H -2.321 3.963 0.295
H -3.194 2.083 1.395
C 0.116 3.625 2.539
O 1.257 3.113 3.068
H 0.006 3.032 1.631
H -0.752 3.322 3.125
H 0.032 4.708 2.442
H 1.225 2.235 2.680
C -0.269 -2.140 1.370
C 0.736 -3.173 0.847
C 0.140 -4.591 0.650
O 0.061 -4.718 -0.740
C 0.771 -3.808 -1.394
O 0.920 -3.662 -2.551
O 1.058 -2.764 -0.505
H -0.744 -2.666 2.199
H -0.955 -1.776 0.605
H 0.230 -1.230 1.702
H 1.558 -3.292 1.553
H -0.840 -4.887 1.023
H 0.833 -5.340 1.034
C -1.246 1.059 -4.121
C -0.658 1.384 -2.737
C 0.666 2.103 -2.714
O 0.265 3.406 -2.252
C -1.072 3.376 -1.901
O -1.641 4.327 -1.335
O -1.558 2.190 -2.035
H -2.196 0.531 -4.208
H -0.463 0.551 -4.683
H -1.583 1.979 -4.598
H -0.514 0.478 -2.147
H 1.199 2.212 -3.658
H 1.339 1.753 -1.932
C -0.773 -1.350 5.221
C -1.647 -2.012 4.207
C -3.154 -1.487 4.320
O -3.572 -1.693 2.936
C -2.389 -1.644 2.108
O -2.451 -1.114 1.016
O -1.303 -1.673 2.857
H 0.270 -1.584 5.007
H -0.883 -1.858 6.179
H -0.727 -0.263 5.286
H -1.623 -3.093 4.343
H -3.282 -0.430 4.551
H -3.967 -1.957 4.873
C -2.731 -3.732 0.434
O -3.242 -4.834 0.559
N -2.174 -3.330 -0.770
C -2.279 -4.265 -1.923
C -1.754 -1.958 -1.050
H -2.538 -3.026 1.257
H -2.808 -5.159 -1.592
H -1.337 -4.699 -2.259
H -2.721 -3.793 -2.800
H -1.489 -1.261 -0.255
H -0.806 -2.280 -1.481
H -2.472 -1.480 -1.716
C -0.242 0.911 1.972
O 0.645 1.465 2.615
N -0.337 0.978 0.604
C -1.230 0.161 -0.214
C 0.829 1.460 -0.163
H -1.119 0.403 2.402
H -0.699 -0.646 -0.719
H -1.877 0.797 -0.819
H -2.010 -0.298 0.393
H 0.631 1.280 -1.219
H 0.819 2.517 0.103
H 1.854 1.098 -0.083
C 2.779 2.485 -0.485
O 3.385 3.234 0.382
N 3.456 1.517 -1.213
C 4.902 1.349 -1.048
C 2.763 0.564 -2.025
H 1.716 2.412 -0.763
H 5.165 0.348 -0.707
H 5.316 2.081 -0.355
H 5.390 1.506 -2.010
H 3.459 -0.065 -2.579
H 2.106 -0.054 -1.413
H 2.170 1.066 -2.790
*
```

Entry 2:
Formula: C3H12O2S
Source: OMol25
Level of theory: wB97M-V/def2-TZVPD

Summary:
SMILES string: CCCS.O.O
Orbital gap (eV): 10.0
Largest force on an atom (hartree/bohr): 0.0315

The geometry in ORCA input format:
```
! wB97M-V def2-TZVPD RIJCOSX def2/J DEFGRID3
* xyz 0 1
C 0.033 0.753 -1.053
C 0.851 -0.397 -0.465
C 1.212 -0.235 1.008
S 0.084 -0.886 2.227
H -0.933 0.904 -0.590
H -0.175 0.458 -2.088
H 0.683 1.614 -1.097
H 0.382 -1.364 -0.664
H 1.796 -0.425 -1.016
H 1.406 0.818 1.223
H 2.224 -0.649 1.097
H 0.205 -2.160 1.840
O -0.783 2.985 1.596
H -1.269 2.318 1.089
H -0.440 2.432 2.321
O -2.078 -2.132 -1.995
H -1.227 -2.548 -2.140
H -1.970 -1.487 -1.292
*
```

Entry 3:
Formula: C14H20N3O2P
Source: OMol25
Level of theory: wB97M-V/def2-TZVPD

Summary:
Orbital gap (eV): 6.8
Largest force on an atom (hartree/bohr): 0.1257

The geometry in ORCA input format:
```
! wB97M-V def2-TZVPD RIJCOSX def2/J DEFGRID3
* xyz 2 1
C -1.103 0.579 4.577
C -1.848 1.196 3.214
C -3.495 0.972 3.246
C -3.907 -0.565 2.810
N -4.236 -0.726 1.337
N -3.069 -0.629 0.545
C -2.677 0.686 -0.157
C -1.271 0.747 -1.029
C -0.287 -0.569 -1.171
C 1.123 -0.469 -2.003
C 1.320 -0.647 -3.621
C 2.870 -0.472 -4.212
N 4.079 -0.179 -3.308
P 5.712 -0.058 -4.017
O 5.949 1.410 -4.924
O 6.976 -0.282 -2.829
C 3.951 -0.008 -1.809
C 2.486 -0.154 -1.087
C -0.783 -1.952 -0.436
C -2.216 -1.900 0.422
H 0.076 0.714 4.460
H -1.312 -0.565 4.727
H -1.445 1.232 5.489
H -1.529 2.317 3.105
H -1.385 0.590 2.314
H -4.074 1.737 2.554
H -3.821 1.162 4.379
H -4.823 -0.877 3.486
H -2.956 -1.236 3.069
H -4.960 -0.050 1.008
H -3.382 1.620 -0.045
H -1.006 1.791 -1.542
H 0.407 -0.901 -4.310
H 3.114 -0.589 -5.357
H 5.745 1.187 -5.894
H 7.256 0.621 -2.443
H 4.879 0.224 -1.113
H 2.351 -0.056 0.095
H -0.178 -2.976 -0.463
H -2.527 -2.923 0.932
*
```

Entry 4:
Formula: C2H4OSi
Source: OMol25
Level of theory: wB97M-V/def2-TZVPD

Summary:
SMILES string: C#CO[SiH3]
Orbital gap (eV): 10.1
Largest force on an atom (hartree/bohr): 0.0932

The geometry in ORCA input format:
```
! wB97M-V def2-TZVPD RIJCOSX def2/J DEFGRID3
* xyz 0 1
C 2.839 0.031 0.128
C 1.727 -0.312 -0.032
O 0.536 -0.647 -0.245
Si -1.038 -0.310 0.058
H 3.877 0.124 0.528
H -1.477 -1.356 1.191
H -1.420 -0.283 -1.456
H -1.361 1.040 0.801
*
```

Entry 5:
Formula: C13H11NOOsS3
Source: OMol25
Level of theory: wB97M-V/def2-TZVPD

Summary:
Orbital gap (alpha / beta) (eV): 6.7 / 6.7
Largest force on an atom (hartree/bohr): 0.0550

The geometry in ORCA input format:
```
! wB97M-V def2-TZVPD RIJCOSX def2/J DEFGRID3
* xyz 0 1
Os 0.812 -0.125 -0.912
C -2.720 2.906 -0.885
C -3.606 2.350 0.028
C -3.307 1.123 0.588
C -2.112 0.487 0.251
N -1.272 1.028 -0.649
C -1.575 2.198 -1.204
C -1.685 -0.743 0.915
C -1.892 -0.967 2.240
C -1.230 -1.929 3.045
C 0.067 -2.328 2.895
C 0.987 -1.845 1.920
C 0.749 -1.454 0.646
H -2.909 3.867 -1.334
H -4.518 2.860 0.301
H -3.990 0.654 1.275
H -0.869 2.571 -1.934
H -2.562 -0.293 2.762
H -1.737 -2.212 3.959
H 0.499 -2.896 3.708
H 2.012 -1.758 2.270
S -0.879 -2.003 -0.045
C 4.588 -1.062 -2.220
O 3.314 -0.441 -2.144
C 3.178 0.771 -2.727
S 4.380 1.564 -3.500
S 1.570 1.342 -2.546
H 4.470 -2.049 -1.782
H 5.329 -0.486 -1.660
H 4.908 -1.132 -3.262
*
```

Entry 6:
Formula: C17H19N2O4PtSi
Source: OMol25
Level of theory: wB97M-V/def2-TZVPD

Summary:
Orbital gap (alpha / beta) (eV): 7.5 / 4.8
Largest force on an atom (hartree/bohr): 0.0109

The geometry in ORCA input format:
```
! wB97M-V def2-TZVPD RIJCOSX def2/J DEFGRID3
* xyz 1 5
Pt -0.296 -0.450 -0.999
O -0.429 -0.330 3.620
C 0.506 0.521 3.847
C 0.699 0.976 5.189
C 1.655 1.910 5.440
C 2.446 2.412 4.384
C 2.285 1.960 3.067
C 1.339 1.014 2.772
C 1.130 0.487 1.401
O 0.128 -0.315 1.223
N 1.977 0.855 0.485
N 1.685 0.241 -0.707
C 2.579 0.335 -1.638
C 2.510 -0.424 -2.843
C 3.441 -0.153 -3.859
C 3.493 -0.921 -4.995
C 2.626 -2.027 -5.144
C 1.730 -2.348 -4.170
C 1.622 -1.554 -2.992
O 0.781 -1.913 -2.091
H -0.428 -0.506 2.590
H 0.060 0.561 5.957
H 1.814 2.277 6.444
H 3.196 3.162 4.597
H 2.909 2.347 2.274
H 3.441 0.971 -1.456
H 4.123 0.678 -3.733
H 4.206 -0.690 -5.773
H 2.682 -2.627 -6.043
H 1.061 -3.193 -4.258
C -4.270 1.430 0.321
Si -3.520 -0.121 -0.383
C -4.604 -0.857 -1.703
C -3.215 -1.369 0.979
O -2.056 0.292 -1.092
H -5.253 1.224 0.750
H -4.398 2.189 -0.453
H -3.647 1.860 1.108
H -5.595 -1.070 -1.295
H -4.199 -1.789 -2.099
H -4.730 -0.163 -2.536
H -4.160 -1.660 1.444
H -2.587 -0.945 1.764
H -2.737 -2.277 0.607
*
```